Density functional theory data (ωB97M-V/def2-TZVPD) for 18 unconnected molecules or ions with the total composition C44H135N11O18.

Results
HOMO = -8.009 eV
relative energy (zero: lowest compared OMol25 entry of this formula, charge and spin) = 0.0 kJ/mol
total energy = -101060.4355 eV

Each line ends with the Mulliken charge.
Element x y z (Å)
O1 -5.466248 -2.834666 1.481006  -0.63
H1 -6.220164 -2.772132 0.887483  0.25
H2 -5.337062 -1.917952 1.810617  0.33
O2 1.389455 1.715179 -3.749830  -0.69
H3 1.285818 1.588800 -4.702015  0.28
H4 0.580808 2.163134 -3.473771  0.25
O3 1.080735 0.661296 5.223081  -0.69
H5 1.608964 0.364289 4.437003  -0.02
H6 1.588910 1.377091 5.616778  0.27
O4 -3.658261 -1.292043 4.412098  -0.71
H7 -3.209701 -2.026524 3.963712  0.44
H8 -4.310231 -0.969350 3.777671  0.23
O5 -2.848248 -3.444602 2.690469  -0.79
H9 -2.592632 -4.105206 2.023908  -0.04
H10 -3.806535 -3.359529 2.576860  0.34
O6 4.589500 2.230422 1.855252  -0.63
H11 4.939101 1.400325 1.471218  0.01
H12 4.701916 2.893615 1.164498  0.38
O7 -5.664933 -0.165083 2.226613  -0.77
H13 -6.241779 0.229844 1.549848  0.21
H14 -5.006810 0.528908 2.471830  0.26
C1 -2.787066 -0.469193 0.107503  -0.23
C2 -1.407300 -0.499547 0.709192  1.88
C3 -0.410557 -0.082572 -0.343934  -0.56
O8 0.898175 -0.148809 0.204502  0.25
C4 1.921255 0.178853 -0.715108  0.09
N1 -1.322852 0.281699 1.937041  0.87
H15 -3.573310 -0.790158 0.790413  0.55
H16 -2.837041 -1.030934 -0.827741  0.02
H17 -3.106742 0.547984 -0.154985  -0.11
H18 -1.139483 -1.544734 0.938847  -1.05
H19 -0.560012 0.867844 -0.864422  0.49
H20 -0.426074 -0.894376 -1.091986  -0.81
H21 2.255399 -0.694308 -1.283358  -0.01
H22 2.750622 0.635251 -0.170604  -0.44
H23 1.575393 0.949783 -1.408798  0.10
H24 -2.006865 -0.090788 2.593425  -0.18
H25 -0.432592 0.116852 2.402853  -0.55
C5 7.798363 -2.448811 2.678449  -1.58
C6 6.963547 -1.916180 1.533484  1.04
C7 6.826176 -0.404658 1.469246  -1.42
O9 5.722450 -0.013092 0.653852  0.49
C8 6.079199 0.418029 -0.646377  -0.87
N2 7.485644 -2.450103 0.247853  -0.69
H26 8.806777 -2.049849 2.546821  0.36
H27 7.768501 -3.535478 2.640598  0.40
H28 7.460271 -2.106504 3.656104  0.34
H29 5.924246 -2.275502 1.544594  0.08
H30 7.722383 0.139523 1.159822  0.68
H31 6.622685 -0.073142 2.492828  0.24
H32 6.986607 1.032478 -0.623939  0.48
H33 5.270106 1.011704 -1.068595  -0.12
H34 6.341244 -0.381180 -1.347083  0.28
H35 7.467509 -3.466161 0.322363  0.30
H36 6.814501 -2.298076 -0.499588  0.21
C9 -2.326275 0.241102 -3.513756  -0.69
C10 -1.565518 -0.655976 -4.466304  1.22
C11 -1.300913 -2.047276 -3.871990  0.30
O10 -0.628337 -2.811051 -4.837836  -0.54
C12 -0.234914 -4.097110 -4.389299  -0.37
N3 -2.221818 -0.685751 -5.781443  -0.80
H37 -2.476290 1.233494 -3.930404  0.60
H38 -1.794389 0.379625 -2.567777  -0.18
H39 -3.241923 -0.269418 -3.194843  -0.40
H40 -0.600600 -0.185144 -4.688631  -0.49
H41 -2.267996 -2.446214 -3.538166  0.31
H42 -0.623793 -1.905907 -3.016439  -0.17
H43 0.677702 -3.982121 -3.793720  -0.05
H44 0.043368 -4.733788 -5.228729  0.35
H45 -1.022835 -4.584245 -3.814067  0.29
H46 -3.117744 -1.170981 -5.739807  0.28
H47 -1.634072 -1.319158 -6.324483  0.37
C13 2.734770 -1.245005 -3.937561  0.11
C14 2.884484 -1.458194 -5.439176  1.17
C15 3.289442 -2.864084 -5.827676  -0.78
O11 3.722524 -3.001753 -7.177643  -0.41
C16 4.915104 -2.345431 -7.525197  -0.57
N4 1.558478 -1.123270 -6.031735  -0.47
H48 1.845622 -1.757230 -3.554184  -0.42
H49 2.753043 -0.204043 -3.628497  -0.40
H50 3.523927 -1.756322 -3.367770  0.65
H51 3.556201 -0.700262 -5.847033  -0.43
H52 2.442576 -3.555197 -5.806214  0.08
H53 4.042631 -3.375116 -5.206837  0.47
H54 5.102481 -2.442107 -8.593643  0.28
H55 5.759215 -2.765640 -6.967873  0.28
H56 4.818140 -1.265532 -7.362005  0.20
H57 0.837365 -1.600825 -5.489134  -0.01
H58 1.547790 -1.525506 -6.966169  0.26
C17 0.465371 3.676401 0.182358  -1.35
C18 1.447725 3.560241 1.321270  2.79
C19 2.130837 4.847283 1.723270  -1.24
O12 2.658571 5.512106 0.578279  -0.22
C20 2.739597 6.913617 0.744871  -0.84
N5 0.746561 3.050931 2.529875  -0.57
H59 0.845792 4.209649 -0.696405  0.42
H60 -0.375791 4.354460 0.391011  0.36
H61 0.010374 2.738580 -0.130047  0.00
H62 2.191352 2.810044 1.026833  -1.06
H63 2.981733 4.608614 2.377529  0.36
H64 1.483395 5.498465 2.316145  0.48
H65 2.844785 7.428474 -0.212071  0.23
H66 3.701754 7.097957 1.245587  0.31
H67 1.894305 7.351453 1.276665  0.34
H68 1.476499 2.807789 3.188874  0.23
H69 0.236511 2.222890 2.240258  -0.02
C21 4.570950 1.891347 -5.192968  -1.57
C22 4.961575 2.165874 -3.739812  1.43
C23 6.397903 2.677646 -3.641118  -1.06
O13 7.311934 1.670728 -3.992005  -0.28
C24 8.540115 2.214957 -4.442253  -0.86
N6 4.037700 3.025251 -3.014526  -0.43
H70 3.569115 1.465496 -5.251399  0.26
H71 5.320823 1.259585 -5.671285  0.32
H72 4.503150 2.809384 -5.788710  0.42
H73 4.958386 1.209531 -3.204031  -0.51
H74 6.541850 2.977371 -2.595135  0.38
H75 6.461903 3.586311 -4.254446  0.55
H76 8.846017 3.055813 -3.813864  0.34
H77 8.425898 2.528929 -5.484869  0.31
H78 9.327590 1.464292 -4.401940  0.24
H79 3.092957 2.649123 -3.112379  0.33
H80 3.966215 3.921118 -3.496152  0.29
C25 -3.575098 3.245817 0.930943  -0.88
C26 -4.275860 3.218934 2.261840  0.63
C27 -5.805655 3.229445 2.163562  0.14
O14 -6.215460 4.581210 2.023697  -0.44
C28 -7.544358 4.697472 1.584505  -0.67
N7 -3.854820 1.975579 2.973847  0.48
H81 -2.487785 3.181076 1.014938  0.13
H82 -3.756388 4.154542 0.348182  0.59
H83 -3.874818 2.397695 0.308486  -0.59
H84 -3.975928 4.097481 2.845768  0.45
H85 -6.246014 2.782744 3.059584  0.42
H86 -6.101800 2.677780 1.262034  -0.38
H87 -7.784429 5.760582 1.566572  0.30
H88 -8.250268 4.153570 2.220018  0.32
H89 -7.655073 4.353668 0.546110  0.16
H90 -4.102005 2.132239 3.961445  -0.44
H91 -2.839395 2.058478 2.974555  -0.07
C29 -6.275626 1.904523 -1.754578  -1.44
C30 -6.968304 0.577919 -1.528575  0.50
C31 -6.043903 -0.569020 -1.844053  -0.33
O15 -6.741868 -1.795728 -1.764555  -0.48
C32 -5.900456 -2.881846 -2.045056  -0.32
N8 -7.420432 0.465876 -0.132854  -0.50
H92 -5.884410 1.948629 -2.773945  0.49
H93 -5.413989 2.025243 -1.097794  0.29
H94 -6.949269 2.748515 -1.608974  0.36
H95 -7.841792 0.469052 -2.183867  0.31
H96 -5.204067 -0.585193 -1.132240  -0.25
H97 -5.559331 -0.398242 -2.814090  0.40
H98 -5.806421 -3.073309 -3.120357  0.38
H99 -6.208238 -3.787248 -1.523255  0.39
H100 -4.866443 -2.715175 -1.705626  -0.20
H101 -8.162323 1.131402 0.066803  0.20
H102 -7.883203 -0.428537 0.014071  0.24
C33 -3.032387 -4.361343 -0.832271  -0.21
C34 -2.134333 -5.383648 -0.171682  -0.48
C35 -0.772687 -4.790744 0.186697  0.00
O16 -0.130840 -4.393480 -1.010898  -0.30
C36 1.052270 -3.673166 -0.787855  -0.05
N9 -2.806060 -5.893234 1.056995  -0.49
H103 -2.618280 -3.962904 -1.762773  -0.31
H104 -3.163225 -3.473320 -0.206364  0.09
H105 -4.022160 -4.741712 -1.091012  0.43
H106 -1.964745 -6.223012 -0.855380  0.67
H107 -0.143544 -5.547627 0.667316  0.42
H108 -0.922838 -3.905422 0.816039  -0.27
H109 0.880199 -2.716105 -0.282700  -0.39
H110 1.529605 -3.444444 -1.742326  -0.11
H111 1.777145 -4.282391 -0.233521  0.49
H112 -3.801623 -5.987854 0.863699  0.22
H113 -2.554868 -6.881636 1.074477  0.32
C37 3.960544 -1.033526 4.082329  -2.04
C38 3.098074 -1.093914 2.816962  1.63
C39 2.120611 -2.256754 2.811740  -0.47
O17 2.666581 -3.444159 3.310225  -0.42
C40 1.701685 -4.458222 3.446741  -0.62
N10 2.303435 0.157546 2.756108  1.25
H114 4.562036 -1.936804 4.199044  0.33
H115 3.353256 -0.952000 4.984501  0.47
H116 4.634077 -0.175271 4.028259  0.40
H117 3.758958 -1.154722 1.945323  -0.07
H118 1.731245 -2.348713 1.779058  0.13
H119 1.168369 -1.999604 3.305811  0.30
H120 1.491179 -4.966367 2.496600  0.15
H121 0.728871 -4.074324 3.774779  0.30
H122 2.081429 -5.180214 4.165283  0.34
H123 2.946092 0.945566 2.709615  0.26
H124 1.853629 0.129721 1.843389  -1.29
C41 -1.481766 1.996597 7.481068  -1.68
C42 -2.592459 1.469496 6.592184  0.40
C43 -3.851919 2.319142 6.609108  -0.76
O18 -4.886226 1.790852 5.775068  -0.24
C44 -6.029860 2.614727 5.934854  -0.91
N11 -2.105195 1.201185 5.236436  -0.10
H125 -0.659273 1.283637 7.547799  0.39
H126 -1.793590 2.149338 8.516906  0.45
H127 -1.095689 2.936761 7.078548  0.36
H128 -2.889473 0.479320 6.976123  0.23
H129 -3.604045 3.367731 6.395256  0.29
H130 -4.219441 2.285879 7.642911  0.49
H131 -5.918957 3.544707 5.365011  0.36
H132 -6.180997 2.885320 6.985049  0.37
H133 -6.921023 2.074901 5.615907  0.23
H134 -2.655966 0.442346 4.845199  -0.08
H135 -1.135251 0.908764 5.282252  0.07

Forces on atoms 1 to 2 (eV/Å):
0.3 0.1 0.1
0.0 0.0 0.0